{"formula": "C9H13NO", "method": "wB97M-V/def2-TZVPD", "elements": ["O", "N", "C", "C", "C", "C", "C", "C", "C", "C", "C", "H", "H", "H", "H", "H", "H", "H", "H", "H", "H", "H", "H", "H"], "coordinates": [[2.7125, 1.6227, -0.1831], [2.1403, -0.6096, -0.1079], [-2.8154, -0.1552, -0.9284], [-2.8532, 0.8335, 0.0712], [-1.9259, -1.1626, -0.8145], [-1.1559, -0.4761, 1.2855], [0.4212, 1.1691, -0.4324], [1.9436, 0.7058, -0.2590], [-1.0480, -1.3123, 0.2142], [-2.0204, 0.6575, 1.0882], [3.3815, -1.2319, 0.0984], [1.2788, -1.0548, -0.0094], [3.8924, -0.3321, 0.1494], [-3.6742, -0.0673, -1.6966], [-0.4751, 0.5456, -0.2840], [-2.0171, -2.0956, -1.5522], [3.6578, -1.9701, -0.5288], [0.2668, 2.1368, 0.1702], [-2.1115, 1.3290, 1.9504], [-0.6336, -0.5379, 2.3269], [3.3984, -1.6535, 1.1724], [-3.4766, 1.6695, -0.3111], [-0.5069, -2.1825, 0.2988], [0.1541, 1.3318, -1.4044]], "nbo_charge": [-0.62, -0.61, -0.20, -0.23, -0.22, -0.19, -0.76, 0.69, -0.28, -0.22, -0.41, 0.39, 0.24, 0.22, 0.24, 0.22, 0.20, 0.22, 0.22, 0.24, 0.17, 0.23, 0.22, 0.22], "gap_ev": 10.04, "lumo_energy_ha": 0.0260, "smiles": "CNC(C)=O.c1ccccc1", "spin_multiplicity": 1}

{"formula": "C9H13NO", "method": "wB97M-V/def2-TZVPD", "elements": ["O", "N", "C", "C", "C", "C", "C", "C", "C", "C", "C", "H", "H", "H", "H", "H", "H", "H", "H", "H", "H", "H", "H", "H"], "coordinates": [[-2.5231, -2.7471, 0.2611], [-2.9728, -0.6231, -0.3546], [-2.3945, -1.1066, 1.9743], [2.3488, -0.9849, -0.7740], [1.1568, 1.0957, -0.8834], [-2.6219, -1.5766, 0.5615], [2.4812, 0.5406, 1.0336], [2.8324, -0.6731, 0.5070], [1.6081, 1.4493, 0.3699], [0.2477, 2.0621, -1.6416], [1.5302, -0.1237, -1.4578], [0.5386, 2.1861, -2.6877], [-2.8848, -1.9172, 2.5292], [1.2629, 2.3986, 0.7519], [3.5181, -1.2786, 1.0737], [0.3953, 3.0703, -1.2610], [2.6993, -1.9139, -1.2106], [2.6786, 0.8466, 2.0565], [1.0854, -0.4692, -2.3830], [-1.3517, -1.2301, 2.2526], [-3.0133, 0.3244, -0.0042], [-0.7460, 1.6252, -1.6257], [-2.9150, -0.1990, 2.2636], [-2.9602, -0.7556, -1.3512]], "nbo_charge": [-0.61, -0.83, -0.73, -0.19, 0.01, 0.67, -0.20, -0.24, -0.23, -0.64, -0.23, 0.22, 0.25, 0.21, 0.22, 0.22, 0.21, 0.21, 0.21, 0.25, 0.38, 0.22, 0.22, 0.41], "gap_ev": 9.89, "lumo_energy_ha": 0.0249, "smiles": "Cc1ccccc1.CC(N)=O", "spin_multiplicity": 1}

{"formula": "C9H13NO2", "method": "wB97M-V/def2-TZVPD", "elements": ["O", "O", "N", "C", "C", "C", "C", "C", "C", "C", "C", "C", "H", "H", "H", "H", "H", "H", "H", "H", "H", "H", "H", "H", "H"], "coordinates": [[-2.0823, -0.2630, -4.5301], [3.2883, -1.5899, 2.4467], [-0.5163, 0.5105, -3.1962], [-0.1659, 0.6683, 1.4235], [2.2226, 0.6017, 1.8184], [0.9191, -1.3774, 1.9137], [2.1167, -0.7358, 2.1030], [1.0691, 1.3376, 1.5729], [-2.6682, -0.0204, -2.1673], [-1.3745, 1.4060, 1.2917], [-1.8242, 0.1195, -3.4029], [-0.2337, -0.7232, 1.5633], [-3.1232, 0.9062, -1.8610], [0.0912, 0.2377, -3.8827], [3.2913, -1.8750, 3.3396], [-1.4966, 1.9413, 0.3228], [-0.0853, 0.7206, -2.3805], [0.7926, -2.4509, 2.1686], [3.2592, 0.9611, 1.9070], [-2.0689, -0.5999, -1.3450], [-1.0833, -1.3106, 1.4302], [-2.3603, 1.0602, 1.6948], [-1.2539, 2.3376, 2.0459], [-3.4927, -0.6832, -2.5195], [1.1296, 2.3473, 1.4238]], "nbo_charge": [-0.60, -0.73, -0.82, -0.03, -0.24, -0.22, 0.26, -0.21, -0.73, -0.65, 0.67, -0.22, 0.24, 0.39, 0.48, 0.22, 0.38, 0.22, 0.23, 0.23, 0.21, 0.24, 0.22, 0.25, 0.21], "gap_ev": 9.73, "lumo_energy_ha": 0.0233, "smiles": "Cc1ccc(O)cc1.CC(N)=O", "spin_multiplicity": 1}

{"formula": "C9H13NO2", "method": "wB97M-V/def2-TZVPD", "elements": ["O", "O", "N", "C", "C", "C", "C", "C", "C", "C", "C", "C", "H", "H", "H", "H", "H", "H", "H", "H", "H", "H", "H", "H", "H"], "coordinates": [[1.6489, 1.0564, -3.9980], [-2.2127, 2.1926, 2.5613], [1.5615, -0.6475, -2.5029], [-0.0988, 1.0764, 2.4993], [1.0894, 0.4973, -3.0791], [1.0096, -2.1380, 0.6840], [-1.9044, 0.2775, 1.1663], [-0.2780, 0.9043, -2.5955], [-1.1485, -0.8259, 0.8000], [0.6895, 0.0729, 1.9508], [0.2106, -0.9262, 1.1136], [-1.4152, 1.1981, 2.0747], [-1.6689, 2.9791, 2.6780], [2.5008, -0.9998, -2.6151], [0.6509, -3.0272, 1.2047], [2.0553, -1.9296, 0.8119], [-1.6314, -1.6593, 0.2928], [-0.8367, 1.3210, -3.4310], [-0.2369, 1.6507, -1.8012], [0.7279, -2.3133, -0.3497], [0.3353, 1.7035, 3.2665], [-2.9512, 0.2888, 0.8889], [1.0575, -0.8779, -1.6644], [-0.8861, 0.0921, -2.2092], [1.7316, 0.0341, 2.2532]], "nbo_charge": [-0.61, -0.67, -0.83, -0.28, 0.67, -0.63, -0.27, -0.72, -0.18, -0.19, -0.06, 0.30, 0.48, 0.40, 0.23, 0.22, 0.21, 0.24, 0.24, 0.20, 0.22, 0.23, 0.38, 0.22, 0.21], "gap_ev": 9.54, "lumo_energy_ha": 0.0237, "smiles": "Cc1ccc(O)cc1.CC(N)=O", "spin_multiplicity": 1}

{"formula": "C9H13NO2", "method": "wB97M-V/def2-TZVPD", "elements": ["O", "O", "N", "C", "C", "C", "C", "C", "C", "C", "C", "C", "H", "H", "H", "H", "H", "H", "H", "H", "H", "H", "H", "H", "H"], "coordinates": [[-2.5591, 1.9934, -0.6596], [-0.0019, 2.9088, -0.0849], [-0.7127, 0.7799, 0.1680], [1.5749, 1.2943, 0.7830], [-2.7180, -0.3847, -0.2219], [2.4917, 0.3648, -0.1531], [0.4756, -1.3552, -0.4397], [1.6492, -0.4793, -1.0833], [0.2392, 1.7281, 0.1586], [-1.8066, -1.1793, 0.7235], [-2.0075, 0.9619, -0.3165], [-0.4269, -0.5722, 0.5678], [-3.7118, -0.1125, 0.1248], [3.1136, -0.2884, 0.5545], [-1.8626, -2.2304, 0.4579], [-2.1406, -1.0691, 1.7373], [-2.7385, -0.9506, -1.2266], [0.0729, -0.5852, 1.5722], [2.0592, 2.2345, 0.9448], [-0.0413, -1.7415, -1.3285], [1.1095, 0.1860, -1.8556], [3.1953, 0.9444, -0.7009], [2.2759, -1.2011, -1.6221], [0.9714, -2.1808, 0.1035], [1.4991, 0.9341, 1.7967]], "nbo_charge": [-0.52, -0.54, -0.50, -0.52, -0.50, -0.39, -0.41, -0.40, 0.69, -0.41, 0.70, -0.04, 0.25, 0.20, 0.22, 0.21, 0.23, 0.21, 0.24, 0.21, 0.20, 0.22, 0.22, 0.21, 0.22], "gap_ev": 9.96, "lumo_energy_ha": 0.0246, "smiles": "O=C1CCCC[C@@H]2CCC(=O)N12", "spin_multiplicity": 1}

{"formula": "C9H13NO2", "method": "wB97M-V/def2-TZVPD", "elements": ["O", "O", "N", "C", "C", "C", "C", "C", "C", "C", "C", "C", "H", "H", "H", "H", "H", "H", "H", "H", "H", "H", "H", "H", "H"], "coordinates": [[-3.1786, -2.3162, -2.5632], [-1.8469, 0.6311, 1.7698], [-1.6659, -1.6958, -1.0028], [2.2166, 0.4602, 0.8498], [1.7197, -0.1297, 2.0250], [1.3057, 0.9794, -0.0442], [-0.0630, 1.0010, 0.2259], [3.7170, 0.6992, 0.7511], [0.3711, -0.0902, 2.3202], [-2.4799, -1.4517, -2.0832], [-2.4000, -0.0036, -2.5641], [-0.5318, 0.3992, 1.3809], [0.0313, -0.5979, 3.2122], [-1.7733, -2.6205, -0.6330], [2.3811, -0.7195, 2.6367], [-2.4583, 0.0324, 1.3303], [-3.0427, 0.1156, -3.4303], [-1.3602, 0.1684, -2.8261], [-1.2597, -0.9504, -0.4617], [1.6768, 1.4380, -0.9445], [-2.7421, 0.6347, -1.7563], [4.2637, -0.1705, 1.0798], [3.9594, 0.9499, -0.2765], [-0.7327, 1.6377, -0.3361], [3.8929, 1.5993, 1.3402]], "nbo_charge": [-0.61, -0.70, -0.85, -0.01, -0.20, -0.20, -0.28, -0.62, -0.24, 0.68, -0.72, 0.25, 0.22, 0.40, 0.21, 0.48, 0.24, 0.23, 0.40, 0.21, 0.22, 0.22, 0.21, 0.23, 0.22], "gap_ev": 9.85, "lumo_energy_ha": 0.0249, "smiles": "Cc1ccc(O)cc1.CC(N)=O", "spin_multiplicity": 1}

{"formula": "C9H13NO2", "method": "wB97M-V/def2-TZVPD", "elements": ["O", "O", "N", "C", "C", "C", "C", "C", "C", "C", "C", "C", "H", "H", "H", "H", "H", "H", "H", "H", "H", "H", "H", "H", "H"], "coordinates": [[2.8016, 1.7641, -0.5482], [3.8710, -1.4809, -0.2953], [1.8814, -0.2026, 0.2533], [-1.2050, -0.6315, -1.0438], [0.3870, 1.3737, -0.6253], [-2.7309, 0.4734, 0.4617], [-0.3610, 0.1750, -0.0233], [0.6920, -0.7373, 0.5379], [-1.3503, 0.5324, 1.1071], [-2.6172, -0.7338, -0.4617], [1.8377, 1.0787, -0.3581], [3.1707, -0.7516, 0.6739], [0.2428, 1.4826, -1.7017], [-1.2211, -0.1146, -2.0043], [-0.7697, -1.6195, -1.2037], [-3.5241, 0.3634, 1.1990], [2.9807, -1.3563, 1.5699], [-1.1263, 1.4987, 1.5604], [-2.9169, 1.3799, -0.1156], [-1.2747, -0.2335, 1.8812], [-3.3780, -0.7389, -1.2418], [-2.7155, -1.6503, 0.1195], [0.1169, 2.3232, -0.1617], [3.8173, 0.1000, 0.9145], [3.3917, -2.2941, -0.4940]], "nbo_charge": [-0.53, -0.70, -0.51, -0.38, -0.52, -0.40, -0.21, 0.20, -0.38, -0.40, 0.71, 0.10, 0.25, 0.21, 0.23, 0.22, 0.18, 0.21, 0.19, 0.22, 0.21, 0.21, 0.25, 0.20, 0.47], "gap_ev": 9.30, "lumo_energy_ha": 0.0214, "spin_multiplicity": 1}

{"formula": "C9H13NO3", "method": "wB97M-V/def2-TZVPD", "elements": ["O", "O", "O", "N", "C", "C", "C", "C", "C", "C", "C", "C", "C", "H", "H", "H", "H", "H", "H", "H", "H", "H", "H", "H", "H", "H"], "coordinates": [[-0.8380, -1.3389, 2.5224], [0.4600, -1.9045, -1.8826], [-0.6530, 3.5663, -1.4691], [0.5495, 0.3447, -1.2542], [-0.3639, 2.4423, -1.2323], [0.4230, -1.0160, -1.0759], [-1.0165, -1.2799, 1.0648], [-1.6237, -2.6800, 0.5997], [0.7271, 0.8025, 0.0874], [-0.2405, 1.9370, 0.2620], [0.3406, -1.0464, 0.4479], [0.2670, 1.4567, -2.1789], [2.1393, 1.0482, 0.4504], [-2.3764, -2.9951, 1.3156], [-1.9945, -2.6635, -0.3557], [-0.8738, -3.4858, 0.5549], [2.1425, 1.5423, 1.4005], [-1.5001, -2.0102, 2.7277], [2.7329, 0.0224, 0.4322], [-1.6201, -0.4450, 0.9480], [-1.2828, 1.5149, 0.6631], [1.1222, 1.9522, -2.5431], [-0.3888, 1.2434, -3.0559], [0.0444, 2.8373, 0.9347], [1.1005, -1.5340, 0.9837], [2.7231, 1.6891, -0.3473]], "nbo_charge": [-0.72, -0.58, -0.51, -0.48, 0.60, 0.68, 0.08, -0.63, 0.19, -0.56, -0.25, -0.33, -0.64, 0.20, 0.23, 0.23, 0.22, 0.46, 0.22, 0.17, 0.25, 0.23, 0.25, 0.26, 0.23, 0.21], "gap_ev": 10.04, "lumo_energy_ha": 0.0220, "spin_multiplicity": 1}

{"formula": "C9H13O4Si", "method": "wB97M-V/def2-TZVPD", "elements": ["Si", "O", "O", "O", "O", "C", "C", "C", "C", "C", "C", "C", "C", "C", "H", "H", "H", "H", "H", "H", "H", "H", "H", "H", "H", "H", "H"], "coordinates": [[1.7602, 1.2156, -1.1724], [-0.5188, -1.8168, -1.2382], [1.6473, 0.5637, 0.1985], [-0.8277, 2.5870, 2.1955], [-2.0191, 2.8845, 0.3100], [-0.7894, -2.5375, 1.0681], [-1.4232, 2.3148, 1.1802], [-0.6301, -1.5302, -0.0740], [-0.8691, -0.3165, 2.0870], [2.9957, 0.1238, -2.1827], [-1.5643, 0.5899, 1.0540], [-1.3391, -1.7510, 2.3302], [0.1526, 1.2366, -2.1987], [-0.5770, -0.2627, 0.6505], [-0.3769, 0.3730, 2.7566], [-2.5971, 0.3866, 0.8451], [-0.7960, 1.1741, -1.5420], [2.5707, 2.4036, -1.0873], [3.9065, 0.0856, -1.6395], [-1.5377, -3.2485, 0.8029], [0.1922, -2.7586, 1.3991], [2.7161, -0.8986, -2.3145], [3.2036, 0.3600, -3.1553], [0.0633, 0.3971, -2.8464], [-0.8807, -2.0686, 3.2368], [0.0280, 2.0499, -2.9649], [-2.4899, -1.5568, 2.3014]], "nbo_charge": [1.72, -0.50, -1.18, -0.67, -0.65, -0.50, 0.87, 0.52, -0.27, -1.11, -0.39, -0.40, -1.14, 0.28, 0.28, 0.22, 0.23, -0.29, 0.21, 0.23, 0.25, 0.21, 0.20, 0.23, 0.22, 0.22, 0.21], "gap_ev": [7.14, 7.14], "lumo_energy_ha": [0.0729, 0.0729], "spin_multiplicity": 1, "charge": -1}

{"formula": "C9H14", "method": "wB97M-V/def2-TZVPD", "elements": ["C", "C", "C", "C", "C", "C", "C", "C", "C", "H", "H", "H", "H", "H", "H", "H", "H", "H", "H", "H", "H", "H", "H"], "coordinates": [[-0.4347, -0.3167, -1.3231], [0.6883, 2.9342, 1.3054], [0.2018, -2.6110, -0.7534], [-0.0809, -1.5486, -1.7407], [-0.7064, -0.1894, 0.0012], [-0.5766, -1.1317, 0.9688], [0.0532, -2.3703, 0.5726], [-0.5463, 0.8446, -2.3681], [1.1376, 2.5354, 2.6741], [-0.2022, 3.4862, 1.2164], [-1.6374, 0.9331, -2.4214], [0.8156, -3.4618, -1.0205], [-1.1576, 0.6780, 0.4567], [-0.1647, 0.6397, -3.2288], [-0.7156, -0.7598, 1.9115], [0.4345, 3.0930, 3.4134], [0.4130, 1.9456, 0.7828], [-0.0714, -3.1603, 1.3399], [2.1066, 2.8391, 2.7346], [-0.4428, -1.8287, -2.8097], [-0.1909, 1.7051, -1.8548], [1.3554, 3.5141, 0.6438], [1.0416, 1.4981, 2.8149]], "nbo_charge": [-0.05, -0.64, -0.28, -0.43, -0.30, -0.45, -0.26, -0.62, -0.60, 0.19, 0.19, 0.17, 0.16, 0.19, 0.17, 0.18, 0.25, 0.18, 0.20, 0.14, 0.20, 0.19, 0.22], "gap_ev": [2.91, 7.00], "s2": 0.7606, "lumo_energy_ha": [0.1397, 0.1385], "spin_multiplicity": 2, "charge": -1}

{"formula": "C9H14", "method": "wB97M-V/def2-TZVPD", "elements": ["C", "C", "C", "C", "C", "C", "C", "C", "C", "H", "H", "H", "H", "H", "H", "H", "H", "H", "H", "H", "H", "H", "H"], "coordinates": [[-1.5183, -0.3023, 0.6577], [-0.9780, -1.1833, 1.6085], [0.2130, -1.8214, 1.3581], [0.7697, -2.8951, 2.2449], [0.3679, -0.6396, -0.7615], [0.8754, -1.5382, 0.1472], [0.6913, 2.9119, -2.4927], [-0.8681, -0.0408, -0.5215], [0.0507, 3.9816, -1.6131], [1.7946, -2.7023, 2.5710], [1.8231, -2.0331, 0.0051], [-2.4944, 0.1092, 0.8910], [0.6238, 4.9072, -1.7118], [-1.5377, -1.2526, 2.5354], [0.0358, 3.6911, -0.5568], [-1.0017, 4.1738, -1.8073], [-1.3219, 0.5792, -1.2800], [0.7793, 3.1741, -3.5476], [0.0871, 2.0142, -2.3838], [0.8487, -0.5178, -1.7132], [1.6666, 2.7196, -2.0433], [0.8110, -3.8567, 1.7393], [0.1874, -3.0189, 3.1569]], "nbo_charge": [-0.20, -0.21, -0.02, -0.63, -0.21, -0.20, -0.60, -0.23, -0.60, 0.22, 0.21, 0.21, 0.20, 0.21, 0.20, 0.20, 0.21, 0.20, 0.20, 0.21, 0.20, 0.22, 0.22], "gap_ev": 10.11, "lumo_energy_ha": 0.0380, "smiles": "Cc1ccccc1.CC", "spin_multiplicity": 1}

{"formula": "C9H14", "method": "wB97M-V/def2-TZVPD", "elements": ["C", "C", "C", "C", "C", "C", "C", "C", "C", "H", "H", "H", "H", "H", "H", "H", "H", "H", "H", "H", "H", "H", "H"], "coordinates": [[-1.4906, 0.3505, 3.2381], [-0.5742, -1.7820, -0.4192], [-1.6343, 0.2509, 0.6836], [-1.0480, -0.1850, 1.9156], [-1.3707, -0.6353, -0.4158], [1.5048, 0.5364, -2.8435], [2.0266, 1.7967, -2.1131], [-0.1099, -1.2205, 1.8597], [0.2399, -1.9887, 0.6899], [-0.4778, -2.3498, -1.3441], [0.5795, -1.3672, 2.7506], [1.0256, -0.1586, -2.1803], [-1.2130, 1.3642, 3.6809], [-1.3874, -0.3132, 4.0746], [-2.5063, 0.6576, 3.0272], [-1.9183, -0.4459, -1.3264], [1.0988, -2.6610, 0.6349], [0.8119, 0.6087, -3.7742], [1.7407, 1.7488, -1.0455], [-2.4216, 0.9975, 0.5854], [1.6803, 2.7090, -2.5771], [3.0486, 2.0585, -1.8816], [2.3954, 0.0285, -3.2198]], "nbo_charge": [-0.65, -0.24, -0.22, -0.01, -0.20, -0.62, -0.64, -0.23, -0.19, 0.22, 0.21, 0.21, 0.23, 0.23, 0.22, 0.20, 0.22, 0.21, 0.21, 0.22, 0.21, 0.22, 0.21], "gap_ev": 9.95, "lumo_energy_ha": 0.0364, "smiles": "Cc1ccccc1.CC", "spin_multiplicity": 1}

| no. | total energy (hartree) |
| --- | --- |
| 1 | -480.6251 |
| 2 | -480.7395 |
| 3 | -555.9356 |
| 4 | -555.9889 |
| 5 | -555.9840 |
| 6 | -555.9843 |
| 7 | -555.9254 |
| 8 | -631.1258 |
| 9 | -941.1203 |
| 10 | -351.1876 |
| 11 | -351.3202 |
| 12 | -351.2657 |